Below is a cluster of 2 separate species, C5H10N2O in total, with properties calculated with ωB97M-V/def2-TZVPD.

Calculated values
- Energy above the lowest of the compared OMol25 structures with the same formula, charge and spin: 58.6 kcal per mole
- M: 114.148 u
- E: -381.1921 a.u.
- Strongest force on any atom: 5.35 eV/A
- HOMO: -8.83 eV
- Structure (SMILES): NC(N)=O.C=C=CC
- Lowest unoccupied orbital energy: 0.70 eV

Positions of all 18 atoms, in Å:
C -1.392 0.125 -0.174
C -1.430 1.619 -0.250
C 1.580 -0.004 -0.327
C -1.097 -0.532 0.943
N 2.516 -0.979 -0.001
N 1.042 -0.193 -1.634
C -1.434 -1.127 2.053
O 1.718 1.142 0.077
H -1.523 -0.441 -1.090
H 3.332 -0.643 0.484
H 2.483 -1.887 -0.432
H 0.628 0.626 -2.056
H 1.057 -1.121 -2.031
H -1.964 1.951 -1.141
H -0.420 2.030 -0.247
H -1.924 2.021 0.635
H -2.463 -1.239 2.369
H -0.708 -1.349 2.823

Below is an isolated molecule of C5H9NO, with properties calculated with ωB97M-V/def2-TZVPD.

Calculated values
- Energy above the lowest of the compared OMol25 structures with the same formula, charge and spin: 68.0 kcal per mole
- M: 99.133 u
- E: -325.8291 a.u.
- Strongest force on any atom: 0.28 eV/A
- HOMO: -9.29 eV
- Structure (SMILES): C[C@H]1N[C@H]1[C@H]1CO1
- Lowest unoccupied orbital energy: 1.13 eV

Positions of all 16 atoms, in Å:
C 1.044 1.330 1.019
C 1.415 0.003 0.390
N 0.696 -1.223 0.757
C 0.557 -0.699 -0.599
C -0.741 -0.132 -1.096
C -2.039 -0.676 -0.686
O -1.564 0.561 -0.171
H 1.165 2.158 0.312
H 1.688 1.525 1.883
H 0.004 1.329 1.352
H 2.489 -0.157 0.291
H -0.127 -0.955 1.297
H 1.056 -1.305 -1.357
H -0.679 0.334 -2.082
H -2.899 -0.604 -1.351
H -2.065 -1.488 0.040

Below is a cluster of 4 separate species, C3H13NO4 in total, with properties calculated with ωB97M-V/def2-TZVPD.

Calculated values
- Energy above the lowest of the compared OMol25 structures with the same formula, charge and spin: 49.0 kcal per mole
- M: 127.140 u
- E: -477.7795 a.u.
- Strongest force on any atom: 2.86 eV/A
- HOMO: -9.71 eV
- Structure (SMILES): NCCC=O.O.O.O
- Lowest unoccupied orbital energy: 0.49 eV

Positions of all 21 atoms, in Å:
C -0.111 -0.419 1.102
C 1.450 -0.369 1.229
C 2.238 0.859 0.938
O 1.662 1.854 0.558
N -0.894 0.298 0.083
H -0.394 0.126 2.023
H -0.531 -1.411 1.254
H 1.802 -1.178 0.596
H 1.703 -0.747 2.234
H 3.323 0.731 1.041
H -1.136 1.214 0.491
H -0.400 0.473 -0.794
H -0.835 -2.472 -2.941
H 0.049 -1.868 -1.818
O -0.105 -2.656 -2.343
H 0.521 2.470 -0.801
H -0.047 3.230 -2.089
O -0.161 2.499 -1.481
H -2.396 -1.045 0.712
H -3.537 -1.653 -0.080
O -3.091 -1.719 0.769

Below is the ion C5H9NO2PS with charge -1, with properties calculated with ωB97M-V/def2-TZVPD.

Calculated values
- Energy above the lowest of the compared OMol25 structures with the same formula, charge and spin: 0.0 kcal per mole
- M: 178.173 u
- E: -1140.7229 a.u.
- Total charge: -1
- Strongest force on any atom: 3.31 eV/A
- HOMO: -2.93 eV
- Structure (SMILES): COP([O-])[C@]1(C)N=CCS1
- Lowest unoccupied orbital energy: 3.32 eV

Positions of all 19 atoms, in Å:
C -1.405 -0.665 -2.008
C -0.596 -1.558 -2.782
C 0.308 -0.497 -0.587
C 1.336 0.702 -0.485
C -0.444 0.560 2.828
N -0.928 -0.027 -1.016
O 1.650 -1.017 1.707
O -0.801 -0.438 1.878
P 0.354 -1.445 1.146
S 0.938 -1.663 -1.847
H -2.411 -0.405 -2.451
H -1.051 -2.556 -2.930
H -0.493 -1.021 -3.679
H 0.853 1.624 -0.704
H 2.247 0.758 -1.085
H 1.510 0.759 0.642
H -0.793 1.436 2.366
H 0.629 0.582 2.819
H -0.902 0.252 3.796

Below is a cluster of 2 separate species, C2H6N2O in total, with properties calculated with ωB97M-V/def2-TZVPD.

Calculated values
- Energy above the lowest of the compared OMol25 structures with the same formula, charge and spin: 160.8 kcal per mole
- M: 74.083 u
- E: -264.3310 a.u.
- Strongest force on any atom: 3.16 eV/A
- HOMO (spin up / spin down): -7.52 / -7.89 eV
- Lowest unoccupied orbital energy (spin up / spin down): 0.98 / 1.01 eV

Positions of all 11 atoms, in Å:
C 1.374 0.042 0.284
C 0.783 -0.964 -0.537
N -1.820 0.492 -0.444
N -1.726 -0.702 0.147
O 0.774 0.315 -0.958
H 0.903 0.309 1.265
H 2.385 0.256 0.465
H 1.201 -1.832 -1.016
H -1.397 1.161 0.110
H -1.766 0.702 -1.459
H -1.412 -0.441 1.067

Below is a structure of composition C4H9AlNO2, with properties calculated with ωB97M-V/def2-TZVPD.

Calculated values
- Energy above the lowest of the compared OMol25 structures with the same formula, charge and spin: 0.0 kcal per mole
- M: 130.103 u
- E: -605.5787 a.u.
- Total charge: -1
- Strongest force on any atom: 0.18 eV/A
- HOMO: -4.67 eV
- Lowest unoccupied orbital energy: 3.57 eV

Positions of all 17 atoms, in Å:
N -2.644 0.280 1.823
C -1.474 0.733 1.628
C -0.915 1.007 0.270
C 0.073 -0.087 -0.202
C 1.519 0.451 -0.343
O 2.267 -0.422 -1.130
Al 1.145 -1.633 -1.840
O -0.305 -0.640 -1.426
H -2.801 0.121 2.817
H -0.791 0.924 2.467
H -1.723 1.069 -0.456
H -0.385 1.966 0.298
H 0.119 -0.879 0.569
H 1.491 1.456 -0.798
H 1.945 0.562 0.670
H 1.346 -1.922 -3.414
H 1.132 -2.985 -0.931

Below is a cluster of 8 separate species, C20H56O8 in total, with properties calculated with ωB97M-V/def2-TZVPD.

Calculated values
- Energy above the lowest of the compared OMol25 structures with the same formula, charge and spin: 25.0 kcal per mole
- M: 424.660 u
- E: -1397.4345 a.u.
- Strongest force on any atom: 2.81 eV/A
- HOMO: -9.24 eV
- Structure (SMILES): CC(C)O.CC(C)O.CC(C)O.CC(C)O.CC(C)O.CC(C)O.CO.CO
- Lowest unoccupied orbital energy: 0.16 eV

Positions of all 84 atoms, in Å:
C -0.771 0.183 -0.875
O -0.732 -0.823 0.152
H -0.522 -0.219 -1.858
H -1.808 0.511 -0.935
H -0.133 1.010 -0.563
H -1.263 -0.453 0.861
C -1.573 -3.613 -1.269
O -2.260 -4.241 -2.357
H -0.579 -4.028 -1.104
H -1.556 -2.543 -1.473
H -2.088 -3.934 -0.363
H -1.756 -3.916 -3.106
C 0.831 0.239 -4.887
C 1.178 1.648 -4.460
C 2.147 2.231 -5.441
O -0.031 2.450 -4.524
H 0.121 -0.170 -4.169
H 1.697 -0.413 -5.001
H 0.362 0.341 -5.865
H 1.521 1.591 -3.428
H 2.355 3.264 -5.159
H 1.780 2.169 -6.465
H 3.080 1.669 -5.477
H -0.002 3.191 -3.915
C -1.526 5.530 -3.354
C -0.633 5.131 -2.147
C -1.334 4.079 -1.287
O 0.470 4.392 -2.619
H -1.729 4.649 -3.965
H -1.053 6.301 -3.962
H -2.482 5.965 -3.067
H -0.303 5.976 -1.542
H -2.317 4.423 -0.965
H -0.761 3.777 -0.411
H -1.465 3.220 -1.946
H 0.848 3.954 -1.854
C 3.319 -0.386 -1.235
C 2.489 -1.692 -1.406
C 3.304 -2.960 -1.813
O 1.847 -2.043 -0.188
H 2.703 0.479 -1.484
H 4.236 -0.360 -1.823
H 3.657 -0.376 -0.199
H 1.894 -1.507 -2.300
H 4.000 -3.274 -1.035
H 3.950 -2.807 -2.677
H 2.723 -3.874 -1.935
H 1.148 -1.407 -0.020
C -3.182 2.786 2.919
C -2.045 2.180 2.162
C -0.717 2.307 2.769
O -2.209 0.758 1.961
H -3.336 2.192 3.819
H -4.086 2.659 2.322
H -2.945 3.823 3.158
H -1.946 2.785 1.261
H -0.484 3.370 2.834
H 0.041 1.848 2.133
H -0.633 1.784 3.721
H -3.137 0.632 1.750
C -1.810 -3.224 2.845
C -2.543 -2.468 3.999
C -2.482 -3.188 5.366
O -2.015 -1.149 4.156
H -2.292 -4.190 2.698
H -0.745 -3.251 3.076
H -1.864 -2.692 1.895
H -3.615 -2.372 3.826
H -1.456 -3.354 5.696
H -3.013 -4.125 5.198
H -3.013 -2.637 6.142
H -1.953 -0.744 3.288
C 1.741 -1.117 2.966
C 2.873 -2.110 3.122
C 2.439 -3.534 3.348
O 3.571 -1.987 1.961
H 2.037 -0.180 2.494
H 1.414 -0.908 3.984
H 0.869 -1.503 2.436
H 3.500 -1.829 3.968
H 2.413 -3.715 4.422
H 3.212 -4.260 3.098
H 1.522 -3.840 2.844
H 2.902 -2.081 1.279

Below is a cluster of 3 separate species, C27H49N4O3 in total, with properties calculated with ωB97M-V/def2-TZVPD.

Calculated values
- <S²>: 2.01
- Energy above the lowest of the compared OMol25 structures with the same formula, charge and spin: 0.0 kcal per mole
- M: 477.714 u
- E: -1502.5743 a.u.
- Total charge: +1
- Strongest force on any atom: 1.21 eV/A
- Multiplicity: 3
- HOMO (spin up / spin down): -10.31 / -11.44 eV
- Lowest unoccupied orbital energy (spin up / spin down): -4.15 / -4.15 eV

Positions of all 83 atoms, in Å:
C -2.929 -3.529 1.919
N -3.089 -2.489 0.911
C -2.479 -1.193 1.252
C -2.790 -2.931 -0.397
O -3.639 -3.270 -1.180
C -1.323 -2.988 -0.917
C -0.251 -3.371 0.043
C 0.390 -2.526 0.932
C 1.356 -3.026 1.789
C 1.687 -4.383 1.767
C 1.047 -5.191 0.877
N 0.120 -4.669 0.052
H -3.491 -4.417 1.633
H -1.885 -3.814 2.117
H -3.344 -3.166 2.859
H -1.897 -1.244 2.174
H -1.837 -0.827 0.450
H -3.261 -0.456 1.423
H -1.354 -3.732 -1.714
H -1.060 -2.046 -1.409
H 0.124 -1.481 0.939
H 1.843 -2.348 2.477
H 2.432 -4.785 2.437
H 1.242 -6.249 0.800
H -0.350 -5.291 -0.595
C 2.734 -2.214 -5.142
C 1.446 -1.413 -4.820
C 1.068 -0.455 -5.959
C 1.891 0.829 -6.025
C 1.911 1.522 -4.665
C 2.419 0.608 -3.551
N 1.596 -0.651 -3.536
O 0.471 -0.468 -2.947
C 3.915 0.330 -3.755
C 2.281 1.290 -2.196
C 0.320 -2.429 -4.662
H 3.559 -1.971 -4.482
H 2.559 -3.282 -5.017
H 3.066 -2.051 -6.167
H 0.015 -0.179 -5.843
H 1.143 -1.002 -6.900
H 2.906 0.622 -6.372
H 1.448 1.497 -6.765
H 2.541 2.413 -4.696
H 0.899 1.859 -4.420
H 4.286 -0.378 -3.012
H 4.461 1.265 -3.630
H 4.161 -0.049 -4.742
H 1.263 1.626 -2.011
H 2.936 2.160 -2.172
H 2.575 0.616 -1.389
H 0.495 -3.071 -3.795
H 0.299 -3.056 -5.553
H -0.653 -1.956 -4.552
C 0.767 3.516 2.796
C -0.722 3.211 2.493
C -1.619 4.432 2.744
C -1.940 4.712 4.210
C -2.469 3.454 4.891
C -1.510 2.272 4.760
N -1.205 2.045 3.305
O -2.153 1.410 2.719
C -0.247 2.538 5.591
C -2.144 1.006 5.322
C -0.810 2.853 1.014
H 1.154 2.949 3.634
H 1.391 3.248 1.943
H 0.930 4.574 3.005
H -2.563 4.281 2.212
H -1.142 5.301 2.287
H -1.061 5.098 4.732
H -2.694 5.498 4.265
H -2.650 3.637 5.952
H -3.433 3.185 4.448
H 0.484 1.739 5.457
H -0.524 2.568 6.644
H 0.235 3.485 5.366
H -3.109 0.796 4.866
H -2.295 1.133 6.393
H -1.493 0.142 5.168
H -0.271 1.927 0.802
H -0.347 3.658 0.442
H -1.836 2.738 0.676